45
Properties=species:S:1:pos:R:3:mulliken_charge:R:1 method="wB97M-V/def2-TZVPD" total_charge=-1 e_homo_ev=-4.3 e_lumo_ev=1.782 total_energy_ha=-9868.06564 multiplicity=1
Pb -0.34 -0.46 -0.80 0.916
C -4.20 -1.51 -4.91 -0.797
S -4.88 -1.03 -3.31 -0.085
C -3.47 -0.51 -2.37 0.570
S -1.91 -0.45 -3.04 -0.547
N -3.87 -0.20 -1.16 -1.165
N -2.86 0.22 -0.34 0.560
C -3.18 0.45 0.87 -0.796
C -2.16 1.01 1.76 0.820
C -2.44 1.26 3.10 -0.708
C -1.46 1.87 3.88 -0.158
C -0.25 2.21 3.30 -0.786
C -0.05 1.89 1.95 -0.353
N -0.97 1.31 1.21 0.017
H -4.81 -2.33 -5.28 0.324
H -3.17 -1.84 -4.79 0.277
H -4.24 -0.68 -5.61 0.267
H -4.20 0.31 1.22 0.352
H -3.40 0.99 3.51 0.365
H -1.65 2.08 4.92 0.410
H 0.53 2.69 3.86 0.413
H 0.90 2.08 1.47 0.428
Cl 1.54 -1.07 3.08 0.133
C 2.26 1.09 -0.51 -0.395
C 1.20 1.09 -1.46 -0.761
C 1.38 1.82 -2.63 1.067
Cl 0.06 1.97 -3.78 -0.241
C 2.55 2.48 -2.98 -0.132
Cl 2.72 3.39 -4.44 -0.233
C 3.64 2.40 -2.09 0.428
Cl 5.14 3.18 -2.49 -0.223
C 3.50 1.73 -0.90 0.065
Cl 4.82 1.63 0.22 -0.228
Br 2.38 -3.10 0.49 0.075
C 2.93 -4.49 -0.71 -0.562
Br 2.24 -4.26 -2.49 -0.118
H 2.57 -5.44 -0.32 0.299
H 4.01 -4.48 -0.76 0.301
Cl 2.86 -1.51 5.63 -0.256
C 2.76 -0.73 4.09 -0.551
C -0.88 -2.40 2.29 0.262
O 2.17 0.59 0.64 -0.597
O -1.69 -3.12 2.62 -0.243
H 3.45 0.05 3.80 0.421
H 0.47 -0.21 3.25 0.166

---

68
Properties=species:S:1:pos:R:3:mulliken_charge:R:1 method="wB97M-V/def2-TZVPD" total_charge=0 e_homo_ev=-7.6 e_lumo_ev=-0.463 total_energy_ha=-9647.64873 multiplicity=1
Pt 0.52 -0.93 0.09 0.637
Se 1.77 2.95 -0.05 0.043
Se 3.34 1.36 0.16 -0.004
C 2.68 0.51 1.77 -0.210
C 3.30 0.83 2.96 -0.639
C 2.93 0.18 4.13 -0.374
C 1.95 -0.79 4.08 -0.988
C 1.35 -1.06 2.86 -0.231
N 1.69 -0.43 1.73 0.496
C 1.10 2.45 -1.80 0.232
C 0.78 3.47 -2.68 -0.752
C 0.25 3.12 -3.91 -0.358
C 0.08 1.78 -4.21 -1.002
C 0.45 0.84 -3.25 0.089
N 0.94 1.17 -2.06 0.282
H 4.07 1.59 2.96 0.522
H 3.40 0.44 5.07 0.412
H 1.64 -1.34 4.95 0.477
H 0.56 -1.78 2.77 0.694
H 0.95 4.51 -2.41 0.402
H -0.01 3.88 -4.63 0.413
H -0.33 1.45 -5.15 0.462
H 0.32 -0.22 -3.44 0.314
O -2.67 -2.89 -2.01 -0.708
S -2.11 -1.56 -2.02 1.369
O -2.17 -0.83 -3.27 -0.711
N -0.54 -1.65 -1.52 0.257
C 0.25 -2.45 -2.36 0.148
C -0.11 -3.07 -3.55 -0.469
C 0.81 -3.82 -4.29 -1.046
C 2.11 -4.00 -3.89 -0.924
C 2.51 -3.42 -2.67 0.898
C 3.82 -3.55 -2.15 -0.629
C 4.13 -3.01 -0.93 -1.069
C 3.14 -2.32 -0.23 0.166
N 1.92 -2.14 -0.70 0.493
C 1.58 -2.67 -1.91 -0.075
C -3.01 -0.65 -0.83 -0.240
C -3.32 -1.24 0.39 -0.178
C -4.26 -0.63 1.21 -0.707
C -4.91 0.52 0.79 -0.357
C -4.60 1.09 -0.44 -0.838
C -3.65 0.51 -1.26 -0.259
H -1.11 -2.97 -3.93 0.526
H 0.47 -4.28 -5.21 0.400
H 2.81 -4.57 -4.47 0.391
H 4.57 -4.08 -2.73 0.436
H 5.12 -3.10 -0.50 0.418
H 3.35 -1.91 0.75 0.501
H -2.83 -2.15 0.69 0.414
H -4.49 -1.07 2.17 0.407
H -5.66 0.98 1.42 0.397
H -5.11 1.99 -0.76 0.413
H -3.40 0.93 -2.22 0.517
Br -2.23 3.19 0.56 -0.061
C -1.60 2.95 2.32 0.678
C -1.55 4.10 3.11 -0.764
C -1.14 4.03 4.43 -0.540
C -0.80 2.81 4.98 -0.880
C -0.86 1.67 4.19 -0.580
C -1.24 1.71 2.85 0.134
C -1.07 0.39 2.11 0.683
O -1.15 -0.65 2.76 -0.737
O -0.71 0.49 0.87 -0.546
H -1.85 5.04 2.67 0.447
H -1.09 4.93 5.02 0.396
H -0.49 2.74 6.01 0.400
H -0.60 0.70 4.60 0.509

---

17
Properties=species:S:1:pos:R:3:mulliken_charge:R:1 method="wB97M-V/def2-TZVPD" smiles="N=[PH2]N1C=CCC1=[NH2+]" total_charge=+1 e_homo_ev=-13.7 e_lumo_ev=-3.822 total_energy_ha=-663.10945 multiplicity=1
C -1.54 -1.33 0.93 -0.552
C -0.24 -1.39 0.90 -0.173
C -1.87 -0.07 0.09 -0.600
C -0.62 0.36 -0.52 0.510
N 1.78 1.41 0.43 -0.673
N 0.34 -0.38 0.01 0.134
N -0.35 1.28 -1.39 -0.296
P 1.97 -0.10 0.01 0.109
H -2.16 -2.03 1.38 0.484
H 0.46 -2.15 1.39 0.225
H -2.84 -0.16 -0.42 0.447
H -2.22 0.65 0.86 0.321
H 2.58 2.01 0.12 0.260
H -0.89 2.11 -1.71 0.293
H 0.76 1.29 -1.39 0.228
H 2.50 -1.28 0.73 0.100
H 2.32 -0.24 -1.42 0.182

---

17
Properties=species:S:1:pos:R:3:mulliken_charge:R:1 method="wB97M-V/def2-TZVPD" smiles="C[C@@]1(O)C=[n+]2ccsc2=N1" total_charge=+1 e_homo_ev=-13.7 e_lumo_ev=-5.737 total_energy_ha=-815.43490 multiplicity=1
C -1.61 -1.23 1.80 -0.261
C -2.87 -0.98 1.79 -0.268
C 0.23 -0.72 0.23 -0.494
C -1.86 0.06 -0.16 0.178
C 0.08 0.05 -1.09 1.291
C 1.18 1.19 -0.98 -1.305
N -1.28 0.61 -1.16 -0.517
N -0.98 -0.65 0.66 0.265
O 0.47 -0.76 -2.15 -0.489
S -3.39 0.16 0.50 -0.081
H -0.95 -1.90 2.37 0.337
H -3.56 -1.22 2.60 0.441
H 1.04 -1.38 0.69 0.410
H 1.06 1.79 -1.80 0.404
H 2.18 0.83 -0.72 0.377
H 0.99 1.77 -0.02 0.346
H 0.49 -0.23 -2.88 0.367

---

81
Properties=species:S:1:pos:R:3:mulliken_charge:R:1 method="wB97M-V/def2-TZVPD" total_charge=-1 e_homo_ev=-5.5 e_lumo_ev=2.028 total_energy_ha=-8760.22638 multiplicity=1
Pt 0.04 -0.40 -0.05 2.301
O 0.69 0.64 4.46 -0.804
S 1.01 0.55 3.06 1.551
O 1.38 1.79 2.41 -0.666
O 0.02 -0.22 2.27 -0.846
C 2.50 -0.43 2.96 0.180
C 3.18 -0.67 4.14 -0.582
C 4.41 -1.31 4.14 -0.659
C 4.97 -1.70 2.94 -0.882
C 4.28 -1.50 1.76 -0.347
C 3.02 -0.89 1.74 0.202
P 2.22 -0.90 0.07 0.500
C 3.33 0.18 -0.86 0.551
C 3.07 1.55 -0.82 -0.656
C 3.92 2.44 -1.46 -0.647
C 5.02 1.97 -2.15 -0.561
C 5.29 0.61 -2.20 -0.774
C 4.45 -0.28 -1.55 -0.103
C 2.55 -2.61 -0.44 0.589
C 2.58 -2.93 -1.80 -0.464
C 2.65 -4.25 -2.21 -0.736
C 2.67 -5.27 -1.27 -0.658
C 2.64 -4.96 0.09 -0.733
C 2.58 -3.64 0.50 -0.734
H 2.73 -0.32 5.06 0.568
H 4.93 -1.47 5.07 0.383
H 5.94 -2.18 2.92 0.418
H 4.72 -1.85 0.83 0.314
H 2.19 1.91 -0.28 0.265
H 3.70 3.50 -1.42 0.449
H 5.68 2.67 -2.66 0.376
H 6.15 0.24 -2.75 0.406
H 4.66 -1.34 -1.60 0.359
H 2.53 -2.15 -2.55 0.277
H 2.66 -4.48 -3.26 0.452
H 2.71 -6.31 -1.59 0.385
H 2.65 -5.76 0.83 0.416
H 2.53 -3.41 1.55 0.473
Se -0.07 0.67 -2.35 -0.117
C 1.01 -0.28 -3.49 0.270
N 1.64 -0.87 -4.25 -0.681
Br -3.29 -6.55 -0.84 -0.213
C -2.12 -5.06 -0.67 0.051
C -1.69 -4.67 0.58 -0.794
C -0.85 -3.57 0.65 -0.317
N -0.44 -2.90 -0.42 0.606
C -0.87 -3.30 -1.61 -0.393
C -1.71 -4.38 -1.79 -0.855
H -2.01 -5.18 1.48 0.464
H -0.50 -3.20 1.61 0.454
H -0.54 -2.71 -2.46 0.324
H -2.04 -4.67 -2.78 0.466
Cl -0.35 3.68 0.35 -0.004
C -1.51 4.74 -0.37 0.476
C -1.14 6.04 -0.69 -0.640
C -2.08 6.91 -1.23 -0.441
C -3.36 6.46 -1.48 -0.609
C -3.71 5.15 -1.19 0.897
Cl -5.29 4.61 -1.65 -0.221
C -2.81 4.25 -0.59 -0.729
N -3.13 2.94 -0.30 0.828
C -4.25 2.56 0.47 0.040
C -4.81 3.43 1.40 -0.062
C -5.89 3.02 2.17 -0.683
C -6.40 1.74 2.03 -0.665
C -5.83 0.88 1.11 -0.556
C -4.76 1.27 0.31 0.423
C -4.19 0.33 -0.72 -1.390
C -2.94 -0.42 -0.26 0.688
O -2.98 -1.63 -0.10 -0.559
O -1.90 0.34 -0.07 -0.827
H -0.13 6.35 -0.49 0.429
H -1.80 7.93 -1.47 0.357
H -4.10 7.10 -1.93 0.407
H -2.36 2.28 -0.24 -0.492
H -4.39 4.42 1.52 0.520
H -6.32 3.71 2.89 0.378
H -7.24 1.42 2.63 0.374
H -6.22 -0.12 0.99 0.443
H -3.93 0.92 -1.61 0.314
H -4.92 -0.42 -0.99 0.480

---

61
Properties=species:S:1:pos:R:3:mulliken_charge:R:1 method="wB97M-V/def2-TZVPD" total_charge=+1 s_squared=2.014 e_homo_ev="-11.1 / -11.1" e_lumo_ev="-4.136 / -8.336" total_energy_ha=-5962.97340 multiplicity=3
Cu -10.35 13.72 -18.52 0.651
Cu -9.53 12.89 -23.40 0.536
Na -5.32 12.98 -21.96 0.755
N -9.02 15.44 -21.03 1.042
O -8.30 16.38 -21.28 -0.486
O -9.52 14.86 -21.97 -0.225
O -9.37 15.11 -19.92 -0.459
N -7.86 12.24 -20.34 0.665
O -8.05 12.66 -21.45 -0.313
O -8.78 12.25 -19.56 -0.241
O -6.88 11.72 -20.03 -0.595
N -12.02 12.51 -21.29 0.720
O -13.07 11.98 -21.29 -0.562
O -11.54 12.89 -20.24 -0.415
O -11.41 12.76 -22.33 -0.443
N -6.58 13.63 -24.81 0.872
O -6.58 13.48 -26.00 -0.564
O -5.58 13.99 -24.14 -0.692
O -7.56 13.24 -24.23 -0.363
C -5.36 8.75 -23.11 -1.392
C -5.38 10.11 -22.53 -0.029
N -4.06 10.81 -22.43 0.653
C -3.25 10.88 -23.62 -0.644
C -2.51 12.13 -23.78 -1.395
C -3.19 10.32 -21.40 -0.701
C -3.81 10.35 -20.02 -1.082
H -6.35 8.37 -23.37 0.470
H -4.90 8.06 -22.41 0.333
H -4.81 8.82 -24.05 0.296
H -6.08 10.69 -23.15 0.156
H -5.91 10.16 -21.58 0.011
H -2.59 10.01 -23.64 0.339
H -3.97 10.71 -24.42 0.440
H -1.83 12.28 -22.94 0.333
H -1.88 11.96 -24.66 0.389
H -2.94 13.09 -24.04 0.320
H -2.26 10.91 -21.39 0.398
H -2.85 9.35 -21.76 0.393
H -3.10 10.20 -19.20 0.471
H -4.62 9.62 -19.98 0.290
H -4.12 11.36 -19.77 0.118
C -7.25 8.96 -14.99 -0.811
S -8.13 10.53 -15.30 0.665
O -7.65 11.53 -14.23 -0.261
C -7.17 11.10 -16.79 -0.564
H -7.45 8.18 -15.72 0.290
H -7.54 8.44 -14.08 0.385
H -6.21 9.19 -14.76 0.361
H -7.42 10.47 -17.64 0.081
H -6.09 10.95 -16.70 0.444
H -7.42 12.12 -17.09 0.353
C -10.34 6.83 -18.37 -1.045
S -8.96 7.94 -18.68 0.668
O -7.71 7.10 -18.74 -0.648
C -9.44 8.72 -20.29 -0.661
H -10.06 5.90 -18.86 0.344
H -11.25 7.30 -18.74 0.336
H -10.42 6.46 -17.34 0.337
H -8.68 9.42 -20.63 -0.104
H -10.30 9.34 -20.04 0.334
H -9.61 8.05 -21.14 0.444

---

How do the records compare in max |F|? In the order shown, they have 0.0196; 0.0256; 0.0847; 0.0930; 0.0293; 0.1673 Eh/bohr.